No. 1
{
  "formula": "C21H41NO9S2",
  "method": "ωB97M-V/def2-TZVPD",
  "species": ["C", "C", "N", "C", "C", "C", "S", "S", "C", "C", "C", "O", "C", "O", "O", "H", "H", "H", "H", "H", "H", "H", "H", "H", "H", "H", "H", "H", "H", "H", "H", "H", "O", "C", "O", "C", "C", "C", "H", "H", "H", "H", "H", "H", "H", "H", "O", "C", "O", "C", "C", "C", "H", "H", "H", "H", "H", "H", "H", "H", "O", "C", "O", "C", "C", "C", "H", "H", "H", "H", "H", "H", "H", "H"],
  "coordinates": [[-1.139, 2.434, 5.890], [-2.052, 2.350, 4.542], [-1.875, 0.982, 3.997], [-2.912, 0.127, 4.648], [-2.364, -1.360, 5.023], [-1.866, 0.891, 2.557], [-2.477, -0.470, 1.738], [-1.146, 2.186, 1.415], [-0.340, 1.347, -0.032], [0.809, 2.369, -0.552], [1.708, 1.669, -1.673], [2.693, 0.836, -0.954], [3.148, -0.090, -1.928], [3.910, 0.331, -2.829], [2.695, -1.439, -1.867], [-1.299, 1.515, 6.555], [-1.255, 3.421, 6.441], [-0.054, 2.354, 5.503], [-3.132, 2.605, 4.857], [-1.699, 3.209, 3.892], [-3.188, 0.588, 5.668], [-3.911, 0.086, 4.078], [-1.230, -1.288, 4.971], [-2.823, -2.176, 4.383], [-2.652, -1.588, 6.116], [0.140, 0.357, 0.259], [-1.140, 1.190, -0.827], [0.337, 3.334, -0.936], [1.492, 2.647, 0.331], [1.067, 0.954, -2.305], [2.239, 2.464, -2.301], [2.814, -1.771, -2.789], [-1.598, 2.882, -4.195], [-1.067, 2.306, -5.115], [-0.278, 1.241, -4.881], [0.224, 0.360, -5.897], [1.523, 0.883, -6.475], [-1.193, 2.817, -6.523], [-0.530, 0.172, -6.665], [0.410, -0.598, -5.406], [1.382, 1.846, -6.970], [1.933, 0.177, -7.202], [2.258, 1.038, -5.681], [-0.409, 3.552, -6.711], [-2.166, 3.299, -6.628], [-1.157, 2.034, -7.277], [-5.219, -2.974, 6.539], [-5.156, -2.943, 7.744], [-4.089, -2.389, 8.352], [-4.013, -2.110, 9.757], [-3.516, -3.317, 10.526], [-6.210, -3.603, 8.590], [-4.967, -1.737, 10.137], [-3.297, -1.293, 9.868], [-4.202, -4.161, 10.436], [-3.400, -3.078, 11.586], [-2.552, -3.648, 10.133], [-5.946, -4.652, 8.740], [-7.162, -3.547, 8.060], [-6.366, -3.117, 9.551], [3.466, -0.848, -9.137], [4.572, -0.870, -8.650], [4.728, -1.153, -7.344], [5.992, -1.415, -6.716], [6.651, -0.128, -6.262], [5.781, -0.487, -9.458], [6.640, -2.008, -7.366], [5.778, -2.035, -5.844], [6.876, 0.528, -7.106], [7.581, -0.338, -5.729], [5.983, 0.428, -5.598], [5.926, 0.592, -9.401], [5.603, -0.768, -10.498], [6.690, -1.003, -9.155]],
  "lowdin_charge": [-0.095, -0.264, -0.202, -0.280, -0.101, -0.947, 0.601, 0.802, -0.482, -0.217, -0.160, -0.044, -0.461, 0.067, 0.087, 0.072, 0.072, 0.083, 0.127, 0.090, 0.111, 0.116, 0.078, 0.063, 0.057, 0.089, 0.085, 0.118, 0.118, 0.139, 0.143, 0.130, 0.094, -0.528, -0.018, -0.223, -0.053, 0.008, 0.115, 0.121, 0.072, 0.068, 0.080, 0.097, 0.092, 0.072, 0.103, -0.525, -0.015, -0.231, -0.067, 0.008, 0.113, 0.123, 0.067, 0.082, 0.085, 0.097, 0.093, 0.070, 0.091, -0.526, -0.009, -0.228, -0.061, 0.009, 0.113, 0.122, 0.068, 0.084, 0.082, 0.098, 0.093, 0.071],
  "e_homo_ev": -7.76,
  "spin_multiplicity": 1,
  "homo_lumo_gap_ev": 8.202,
  "total_charge": 0,
  "largest_force_ev_per_a": 4.34,
  "energy_ha": -2352.961610
}

=====

No. 2
{
  "formula": "C21H26NO",
  "method": "ωB97M-V/def2-TZVPD",
  "species": ["C", "C", "N", "C", "C", "C", "C", "O", "C", "C", "C", "C", "C", "C", "C", "H", "H", "H", "H", "H", "C", "C", "C", "C", "C", "C", "H", "H", "H", "H", "H", "H", "H", "H", "H", "H", "H", "C", "C", "H", "H", "H", "H", "H", "H", "H", "H", "H", "H"],
  "coordinates": [[-2.007, -1.448, 1.764], [-2.245, -0.900, 0.306], [-3.277, 0.271, 0.331], [-2.913, 1.347, 1.096], [-1.731, 1.727, 0.375], [-0.828, 2.244, 0.039], [0.401, 2.412, -0.539], [0.975, 1.305, -1.208], [1.512, 0.549, -0.114], [3.109, 0.654, 0.022], [3.653, 1.215, 1.238], [4.984, 1.257, 1.145], [5.849, 0.815, -0.024], [5.208, 0.774, -1.063], [3.803, 0.518, -1.257], [3.234, 0.261, -1.925], [5.796, 0.397, -1.954], [6.863, 1.059, 0.192], [5.687, 1.513, 2.111], [3.108, 1.198, 2.244], [1.190, -0.946, -0.294], [1.308, -1.724, 1.013], [1.146, -3.052, 0.763], [0.618, -3.599, -0.331], [0.493, -2.609, -1.807], [0.858, -1.408, -1.427], [0.653, -0.934, -2.245], [0.181, -2.990, -2.547], [0.394, -4.738, -0.512], [1.347, -3.881, 1.604], [1.815, -1.334, 1.748], [1.100, 0.831, 0.811], [1.222, 3.138, -0.050], [0.301, 2.974, -1.652], [-3.789, 2.070, 1.117], [-2.743, 1.291, 2.197], [-4.221, -0.193, 0.687], [-3.888, 0.575, -0.745], [-5.232, 1.338, -0.988], [-6.098, 0.849, -0.395], [-5.061, 2.202, -0.390], [-5.679, 1.509, -1.792], [-3.197, 1.123, -1.430], [-4.038, -0.503, -1.568], [-1.610, -0.416, -0.237], [-2.626, -1.759, -0.333], [-1.323, -2.416, 1.586], [-2.817, -1.927, 2.247], [-1.491, -0.640, 2.189]],
  "nbo_charge": [-0.659, -0.159, -0.414, -0.284, -0.096, 0.060, -0.182, -0.519, 0.094, 0.002, -0.308, -0.137, -0.222, -0.181, -0.184, 0.188, 0.206, 0.235, 0.207, 0.232, 0.017, -0.211, -0.267, -0.238, -0.018, -0.345, 0.225, 0.153, 0.231, 0.223, 0.208, 0.172, 0.246, 0.250, 0.254, 0.276, 0.450, -0.231, -0.572, 0.202, 0.202, 0.236, 0.230, 0.226, 0.214, 0.242, 0.282, 0.242, 0.222],
  "e_homo_ev": -10.69,
  "spin_multiplicity": 1,
  "homo_lumo_gap_ev": 7.692,
  "total_charge": 1,
  "largest_force_ev_per_a": 18.06,
  "energy_ha": -944.859638
}

=====

No. 3
{
  "formula": "C55H66CoNO2Sb2",
  "method": "ωB97M-V/def2-TZVPD",
  "species": ["Co", "C", "C", "C", "C", "C", "C", "C", "N", "C", "C", "C", "C", "C", "C", "O", "C", "C", "C", "C", "C", "C", "C", "C", "C", "O", "C", "C", "C", "C", "C", "C", "H", "H", "H", "H", "H", "H", "H", "H", "H", "H", "H", "H", "H", "H", "H", "H", "H", "H", "H", "H", "H", "H", "H", "H", "H", "H", "H", "H", "H", "H", "H", "H", "H", "H", "H", "H", "H", "H", "H", "H", "C", "C", "C", "Sb", "C", "C", "C", "C", "C", "C", "C", "C", "C", "C", "C", "C", "Sb", "C", "C", "C", "C", "C", "C", "C", "C", "C", "C", "C", "C", "H", "H", "H", "H", "H", "H", "H", "H", "H", "H", "H", "H", "H", "H", "H", "H", "H", "H", "H", "H", "H", "H", "H", "H", "H", "H"],
  "coordinates": [[-0.950, 0.829, 0.317], [5.427, 4.243, -1.199], [4.567, 4.214, 0.075], [4.325, 5.651, 0.575], [5.326, 3.447, 1.162], [3.226, 3.581, -0.243], [2.816, 2.390, 0.337], [1.540, 1.927, 0.065], [0.901, 0.855, 0.612], [1.348, -0.079, 1.499], [2.632, -0.557, 1.702], [2.841, -1.501, 2.702], [1.752, -1.874, 3.531], [0.450, -1.455, 3.355], [0.219, -0.639, 2.217], [-0.944, -0.318, 1.717], [-0.647, -1.724, 4.382], [-0.162, -2.620, 5.520], [-1.032, -0.346, 4.959], [-1.890, -2.364, 3.745], [4.211, -2.136, 2.867], [4.336, -2.955, 4.154], [5.309, -1.060, 2.862], [4.409, -3.075, 1.663], [0.614, 2.674, -0.775], [-0.582, 2.159, -0.811], [1.050, 3.865, -1.413], [2.345, 4.246, -1.132], [0.215, 4.702, -2.390], [0.596, 4.245, -3.808], [0.540, 6.195, -2.226], [-1.298, 4.549, -2.195], [6.395, 4.690, -0.967], [5.597, 3.233, -1.574], [4.966, 4.834, -1.991], [5.269, 6.093, 0.891], [3.905, 6.290, -0.202], [3.643, 5.650, 1.427], [6.235, 3.990, 1.418], [4.727, 3.354, 2.070], [5.620, 2.453, 0.818], [3.447, 1.854, 1.028], [3.441, -0.216, 1.071], [1.951, -2.534, 4.360], [0.679, -2.175, 6.054], [-0.970, -2.752, 6.238], [0.130, -3.609, 5.160], [-0.169, 0.135, 5.422], [-1.419, 0.307, 4.176], [-1.808, -0.461, 5.717], [-1.663, -3.357, 3.351], [-2.668, -2.474, 4.502], [-2.286, -1.743, 2.946], [4.146, -2.345, 5.039], [3.666, -3.816, 4.160], [5.353, -3.337, 4.228], [5.115, -0.307, 3.628], [6.271, -1.522, 3.076], [5.391, -0.564, 1.894], [3.622, -3.833, 1.633], [4.393, -2.519, 0.726], [5.371, -3.583, 1.751], [2.714, 5.144, -1.605], [1.664, 4.380, -3.988], [0.356, 3.188, -3.951], [0.042, 4.828, -4.545], [1.547, 6.446, -2.560], [-0.153, 6.781, -2.830], [0.430, 6.507, -1.186], [-1.643, 3.542, -2.404], [-1.590, 4.817, -1.178], [-1.814, 5.226, -2.877], [-2.280, -2.232, -2.211], [-3.688, -2.319, -1.645], [-3.937, -1.601, -0.318], [-3.399, 0.511, -0.312], [-3.801, 0.937, -2.363], [-5.099, 0.875, -2.861], [-5.334, 1.137, -4.203], [-4.285, 1.467, -5.050], [-2.988, 1.519, -4.558], [-2.747, 1.250, -3.219], [-5.188, 1.263, 0.570], [-5.764, 0.609, 1.653], [-6.960, 1.074, 2.180], [-7.575, 2.189, 1.629], [-6.992, 2.848, 0.555], [-5.791, 2.394, 0.030], [-0.720, -2.847, -0.818], [0.965, -2.765, -2.134], [1.297, -1.556, -2.742], [2.352, -1.516, -3.639], [3.073, -2.672, -3.917], [2.735, -3.872, -3.305], [1.689, -3.922, -2.395], [-1.100, -4.958, -0.620], [-1.317, -5.702, -1.772], [-1.572, -7.060, -1.651], [-1.615, -7.657, -0.398], [-1.397, -6.902, 0.745], [-1.136, -5.543, 0.638], [-2.039, -1.218, -2.537], [-2.151, -2.904, -3.062], [-3.959, -3.372, -1.528], [-4.364, -1.901, -2.397], [-3.389, -2.083, 0.502], [-4.999, -1.649, -0.079], [-5.927, 0.631, -2.205], [-6.345, 1.084, -4.588], [-4.478, 1.680, -6.092], [-2.165, 1.771, -5.215], [-1.733, 1.293, -2.834], [-5.289, -0.264, 2.088], [-7.411, 0.564, 3.020], [-8.509, 2.549, 2.040], [-7.471, 3.716, 0.122], [-5.333, 2.915, -0.803], [0.735, -0.654, -2.523], [2.609, -0.584, -4.126], [3.904, -2.636, -4.608], [3.291, -4.773, -3.529], [1.435, -4.855, -1.908], [-1.281, -5.243, -2.754], [-1.737, -7.650, -2.544], [-1.821, -8.716, -0.314], [-1.429, -7.365, 1.722], [-0.962, -4.950, 1.527]],
  "lowdin_charge": [0.439, -0.026, -0.550, -0.026, -0.056, -0.112, 0.057, -0.134, 0.047, -0.151, 0.043, -0.112, 0.064, -0.074, -0.239, -0.177, -0.530, -0.050, -0.021, -0.031, -0.550, -0.051, -0.034, -0.029, -0.191, -0.152, -0.061, 0.049, -0.527, -0.024, -0.043, -0.040, 0.097, 0.093, 0.084, 0.095, 0.082, 0.098, 0.094, 0.092, 0.085, 0.094, 0.113, 0.093, 0.093, 0.097, 0.094, 0.099, 0.082, 0.096, 0.076, 0.096, 0.059, 0.098, 0.089, 0.094, 0.099, 0.095, 0.074, 0.090, 0.081, 0.097, 0.107, 0.089, 0.081, 0.095, 0.080, 0.093, 0.100, 0.047, 0.099, 0.094, -0.313, -0.350, -0.342, 1.609, -0.374, -0.124, -0.059, -0.058, -0.067, -0.166, -0.378, -0.133, -0.068, -0.060, -0.062, -0.134, 1.734, -0.376, -0.127, -0.058, -0.041, -0.050, -0.113, -0.382, -0.129, -0.054, -0.047, -0.057, -0.127, 0.031, 0.079, 0.113, 0.111, 0.035, 0.066, 0.107, 0.115, 0.114, 0.110, 0.071, 0.097, 0.113, 0.114, 0.114, 0.101, 0.092, 0.116, 0.120, 0.120, 0.100, 0.105, 0.119, 0.119, 0.117, 0.083],
  "e_homo_ev": [-12.19, -12.98],
  "spin_multiplicity": 5,
  "homo_lumo_gap_ev": [7.720, 4.458],
  "s_squared": 6.04,
  "total_charge": 2,
  "largest_force_ev_per_a": 2.53,
  "energy_ha": -4203.306189
}

=====

No. 4
{
  "formula": "C6H11NO2",
  "method": "ωB97M-V/def2-TZVPD",
  "species": ["C", "C", "C", "C", "C", "C", "N", "O", "O", "H", "H", "H", "H", "H", "H", "H", "H", "H", "H", "H"],
  "coordinates": [[-0.143, 0.296, 0.463], [-1.451, -0.134, -0.023], [-2.613, -0.324, 0.972], [-1.408, -0.754, -1.345], [2.727, 1.149, -0.047], [1.849, 0.041, -0.512], [1.709, -1.183, 0.094], [2.344, -1.475, 1.092], [-0.906, 1.279, -0.059], [0.375, 0.271, 1.413], [-2.975, 0.562, 1.418], [-2.257, -0.766, 1.897], [-3.566, -0.748, 0.807], [-0.809, -1.681, -1.237], [-0.972, -0.041, -2.052], [-2.468, -1.072, -1.625], [3.383, 0.915, 0.800], [2.302, 2.025, 0.311], [3.369, 1.481, -0.851], [1.511, 0.159, -1.518]],
  "nbo_charge": [0.230, 0.186, -0.673, -0.648, -0.706, -0.062, 0.015, -0.413, -0.464, 0.205, 0.245, 0.232, 0.239, 0.250, 0.242, 0.219, 0.240, 0.230, 0.226, 0.207],
  "e_homo_ev": -8.10,
  "spin_multiplicity": 1,
  "homo_lumo_gap_ev": 8.298,
  "total_charge": 0,
  "largest_force_ev_per_a": 3.24,
  "energy_ha": -440.221333
}